Density functional theory data (ωB97M-V/def2-TZVPD) for a molecular structure, C22H15BrN2OZr.

Structure (XYZ):
```
42
Properties=species:S:1:pos:R:3:forces:R:3
Zr 0.107 1.449 0.451 -2.47 0.96 -1.55
Br -0.175 -2.957 6.306 0.05 0.28 -0.23
C -0.043 -1.558 5.041 0.04 -0.18 0.01
C -0.471 -0.265 5.380 0.19 -0.50 -0.20
C -0.379 0.754 4.460 0.10 0.30 -0.76
C 0.099 0.536 3.158 -0.03 -1.67 1.96
O 0.163 1.556 2.320 0.48 0.49 1.05
C 0.549 -0.790 2.801 -0.19 0.71 0.32
C 1.118 -1.137 1.542 0.18 -0.03 0.28
N 1.189 -0.331 0.507 0.10 -0.56 0.48
C 1.721 -0.658 -0.759 0.65 -0.25 -1.23
C 2.248 -1.879 -1.150 -0.43 0.67 0.40
C 2.674 -2.096 -2.468 0.07 0.19 -0.29
C 2.615 -1.101 -3.408 -0.06 -0.09 0.25
C 2.141 0.182 -3.053 -0.17 0.05 0.44
C 2.100 1.268 -3.954 -0.15 0.13 0.35
C 1.626 2.493 -3.538 -0.03 -0.09 0.14
C 1.197 2.640 -2.216 0.15 0.27 -0.20
N 1.235 1.644 -1.334 0.98 0.25 -1.06
C 1.692 0.411 -1.722 0.39 -0.92 -0.17
C 0.478 -1.804 3.791 -0.10 0.12 0.13
H -0.859 -0.077 6.369 -0.03 0.06 0.07
H -0.681 1.757 4.726 -0.02 0.03 -0.01
H 1.542 -2.143 1.477 -0.13 0.19 -0.11
H 2.329 -2.693 -0.447 -0.04 -0.10 0.08
H 3.057 -3.069 -2.733 0.02 -0.06 -0.03
H 2.925 -1.283 -4.425 0.09 -0.01 -0.10
H 2.450 1.135 -4.968 0.01 -0.04 -0.09
H 1.584 3.334 -4.211 -0.01 0.08 -0.01
H 0.825 3.603 -1.852 0.11 -0.23 -0.19
H 0.842 -2.793 3.559 0.00 -0.12 -0.08
C -4.316 0.096 -1.301 0.16 0.02 0.07
C -3.268 0.375 -2.165 0.32 0.14 -0.07
C -2.012 0.686 -1.663 0.13 0.04 -0.25
C -1.778 0.733 -0.271 0.10 -0.05 0.15
C -2.853 0.425 0.583 -0.06 -0.01 0.31
C -4.106 0.110 0.069 0.19 0.09 0.29
H -5.294 -0.132 -1.694 -0.10 -0.04 -0.05
H -3.431 0.361 -3.231 -0.01 -0.02 -0.12
H -1.208 0.892 -2.380 -0.27 -0.06 0.22
H -2.706 0.439 1.670 -0.16 -0.03 -0.36
H -4.927 -0.113 0.732 -0.05 -0.03 0.13
```
Positions in Å, forces in eV/Å.

The LUMO energy comes out at -7.97 eV. As for the net charge: +2. As for the spin multiplicity: 1. The value obtained for the energy is -99393.9037 eV.